{"formula": "C13H23FN2O", "method": "wB97M-V/def2-TZVPD", "orbital_gap_ev": 8.61, "multiplicity": 1, "total_charge": 0, "elements": ["C", "C", "C", "C", "F", "C", "C", "C", "O", "N", "H", "H", "H", "H", "H", "H", "H", "H", "C", "C", "N", "C", "C", "C", "C", "H", "H", "H", "H", "H", "H", "H", "H", "H", "H", "H", "H", "H", "H", "H"], "coordinates": [[-2.1353, -0.6608, 1.6578], [-1.6491, -0.6683, 3.0003], [-0.8215, -0.5247, 4.4468], [0.7681, -0.7899, 4.1458], [0.9841, -0.4307, 2.7014], [1.0595, -2.4055, 4.1351], [2.4023, -2.5175, 5.1118], [3.0662, -1.0379, 4.7774], [4.3010, -0.7011, 4.3760], [1.8304, -0.1422, 5.0057], [-2.1531, -0.7483, 0.4672], [-1.2279, -1.4187, 5.1243], [-1.0415, 0.5346, 4.8964], [1.4444, -2.5922, 3.0460], [0.2350, -3.1093, 4.5931], [3.0390, -3.4835, 4.9345], [2.1094, -2.3734, 6.2565], [2.0106, 0.8872, 4.8517], [-2.2930, 2.8994, -3.4742], [-1.0503, 2.2461, -2.8757], [-1.1488, 0.7894, -2.7562], [-0.0987, 0.2030, -1.9179], [1.3411, 0.3243, -2.4028], [-1.4480, 0.0544, -3.9865], [-0.5003, 0.2344, -5.1679], [-3.1948, 2.6159, -2.9213], [-2.1996, 3.9895, -3.4259], [-2.4289, 2.6303, -4.5260], [-0.9210, 2.6745, -1.8734], [-0.1746, 2.5465, -3.4596], [-0.3237, -0.8576, -1.7418], [-0.1616, 0.6673, -0.9230], [1.5458, -0.3522, -3.2341], [2.0256, 0.0468, -1.5930], [1.5953, 1.3439, -2.7068], [-2.4557, 0.3369, -4.3169], [-1.5328, -1.0164, -3.7629], [-0.2494, 1.2819, -5.3503], [-0.9741, -0.1481, -6.0786], [0.4259, -0.3281, -5.0329]], "lowdin_charge": [0.0489, -0.0746, -0.1008, -0.3825, -0.0987, -0.0880, -0.0880, -0.2475, -0.0294, 0.0852, 0.0561, 0.1238, 0.1213, 0.1386, 0.1312, 0.1261, 0.1313, 0.1499, -0.0949, -0.2709, -0.1932, -0.2640, -0.0894, -0.2522, -0.0903, 0.0791, 0.0725, 0.0635, 0.1186, 0.0960, 0.1080, 0.1044, 0.0554, 0.0738, 0.0695, 0.1014, 0.1142, 0.0680, 0.0731, 0.0545]}